No. 1
A 2-piece molecular cluster, C6H13NO overall at a distorted geometry, computed with ωB97M-V/def2-TZVPD.

The geometry in ORCA input format:
```
! wB97M-V def2-TZVPD RIJCOSX def2/J DEFGRID3
* xyz 0 1
C -0.136 0.448 2.206
C 0.689 0.527 1.172
C 0.229 0.936 -0.173
C -0.485 0.226 -1.036
C -0.781 0.687 -2.445
N 2.096 0.375 1.389
C 3.009 0.877 0.356
H -1.209 0.526 2.056
H 0.152 0.264 3.232
H 0.395 1.986 -0.382
H -0.896 -0.732 -0.729
H -0.003 1.370 -2.784
H -0.794 -0.192 -3.079
H -1.705 1.256 -2.498
H 2.286 -0.596 1.588
H 3.377 1.834 0.701
H 2.614 1.012 -0.651
H 3.906 0.258 0.280
O -4.105 -3.978 0.055
H -4.509 -3.170 -0.274
H -4.127 -3.914 1.015
*
```

HOMO level in eV: -8.304
Gap between HOMO and LUMO in eV: 9.06
Energy relative to the best compared isomer or geometry (same formula, charge and spin) in kcal/mol: 59.9
E_LUMO in eV: 0.752

Here are the natural (NBO) charges for atoms 1 to 4, given in e: number 1, C, carries -0.44; number 2, C, carries 0.14; number 3, C, carries -0.25; number 4, C, carries -0.15

=====

No. 2
A 2-piece molecular cluster, C2H4FNO2 overall at a distorted geometry, computed with ωB97M-V/def2-TZVPD.

The geometry in ORCA input format:
```
! wB97M-V def2-TZVPD RIJCOSX def2/J DEFGRID3
* xyz 0 1
C -1.120 -0.298 -0.281
C -0.260 0.223 0.563
F 0.442 1.342 0.288
H -1.324 0.143 -1.240
H -1.646 -1.197 -0.018
H 0.000 -0.167 1.536
O 4.313 -0.858 0.070
N 3.310 -0.251 0.241
O 3.322 1.015 -0.320
H 2.463 1.424 -0.128
*
```

HOMO level in eV: -10.356
Gap between HOMO and LUMO in eV: 10.79
Energy relative to the best compared isomer or geometry (same formula, charge and spin) in kcal/mol: 85.2
E_LUMO in eV: 0.437

Here are the natural (NBO) charges for atoms 1 to 4, given in e: number 1, C, carries -0.49; number 2, C, carries 0.23; number 3, F, carries -0.36; number 4, H, carries 0.22

=====

No. 3
An isolated ion of composition C2H2N3O and charge +1 at a distorted geometry, computed with ωB97M-V/def2-TZVPD.

The geometry in ORCA input format:
```
! wB97M-V def2-TZVPD RIJCOSX def2/J DEFGRID3
* xyz 1 1
H -1.714 0.344 1.264
N -0.804 0.099 0.889
C -1.018 -0.169 -0.355
N 0.000 -0.671 -1.081
N 1.175 -0.453 -0.711
C 1.733 0.314 0.121
O 2.638 0.721 0.655
H -2.010 -0.186 -0.782
*
```

HOMO level (alpha / beta) in eV: -17.438 / -17.438
Gap between HOMO and LUMO (alpha / beta) in eV: 8.42 / 8.42
Energy relative to the best compared isomer or geometry (same formula, charge and spin) in kcal/mol: 64.2
E_LUMO (alpha / beta) in eV: -9.014 / -9.015

Here are the natural (NBO) charges for atoms 1 to 4, given in e: number 1, H, carries 0.39; number 2, N, carries -0.43; number 3, C, carries 0.14; number 4, N, carries 0.12

=====

No. 4
A 2-piece molecular cluster, C2H10N2O overall at a distorted geometry, computed with ωB97M-V/def2-TZVPD.

The geometry in ORCA input format:
```
! wB97M-V def2-TZVPD RIJCOSX def2/J DEFGRID3
* xyz 0 1
C -1.767 -0.241 -1.015
N -0.893 -0.596 0.085
C -1.500 -0.426 1.420
N -1.214 -1.605 2.449
H -1.755 -0.885 -1.856
H -1.497 0.788 -1.260
H -2.731 0.085 -0.455
H -0.952 -1.550 -0.125
H -1.126 0.544 1.659
H -2.635 -0.366 1.446
H -1.218 -2.533 1.952
H -0.221 -1.546 2.672
O 6.208 2.788 -2.499
H 5.400 2.402 -2.842
H 5.901 3.142 -1.632
*
```

HOMO level in eV: -9.224
Gap between HOMO and LUMO in eV: 10.24
Energy relative to the best compared isomer or geometry (same formula, charge and spin) in kcal/mol: 46.9
E_LUMO in eV: 1.019

Here are the natural (NBO) charges for atoms 1 to 4, given in e: number 1, C, carries -0.43; number 2, N, carries -0.63; number 3, C, carries -0.06; number 4, N, carries -0.83

=====

No. 5
One molecule with the formula C13H18NP at a distorted geometry, computed with ωB97M-V/def2-TZVPD.

The geometry in ORCA input format:
```
! wB97M-V def2-TZVPD RIJCOSX def2/J DEFGRID3
* xyz 0 3
C 3.689 2.876 -1.162
C 2.464 3.106 -0.561
C 3.877 1.712 -1.900
C 1.374 2.360 -0.868
C 2.793 0.973 -2.276
C 1.545 1.323 -1.763
C 0.302 -1.125 -1.342
C -2.892 -0.418 1.718
C -1.424 0.094 1.863
C -3.081 -1.458 0.550
C -0.456 -1.103 1.902
C -2.049 -2.592 0.608
C -0.626 -1.988 0.668
N -0.526 -1.029 -0.412
P 0.149 0.311 -2.518
H 4.527 3.649 -0.948
H 2.441 4.098 0.038
H 4.830 1.256 -2.261
H 0.457 2.679 -0.578
H 3.124 0.072 -2.807
H 1.038 -2.038 -1.397
H -3.170 -0.922 2.664
H -3.626 0.257 1.568
H -1.126 0.669 1.027
H -1.358 0.664 2.809
H -4.100 -1.827 0.723
H -3.105 -0.823 -0.275
H 0.657 -0.912 1.957
H -0.772 -1.612 2.812
H -2.277 -2.997 1.509
H -2.120 -3.367 -0.125
H 0.241 -2.790 0.444
H -0.799 0.902 -1.667
*
```

HOMO level (alpha / beta) in eV: -3.833 / -8.271
Gap between HOMO and LUMO (alpha / beta) in eV: 4.39 / 4.88
Energy relative to the best compared isomer or geometry (same formula, charge and spin) in kcal/mol: 0.0
E_LUMO (alpha / beta) in eV: 0.558 / -3.393

Here are the natural (NBO) charges for atoms 1 to 4, given in e: number 1, C, carries -0.23; number 2, C, carries -0.19; number 3, C, carries -0.24; number 4, C, carries -0.27